This record from the Open Molecules 2025 dataset describes a cluster of 2 separate species, CH3N4O in total in a non-equilibrium geometry. The level of theory is ωB97M-V/def2-TZVPD.

The geometry in XYZ format:
```
9
Properties=species:S:1:pos:R:3:lowdin_charge:R:1
C 1.150 0.015 -0.057 -0.10
N -2.643 -0.113 -0.021 0.11
N -2.498 -1.191 0.086 0.29
N 0.075 0.535 -0.006 0.00
N 2.369 -0.355 -0.076 0.13
O -1.063 1.014 -0.006 -0.08
H -3.363 0.753 0.032 0.28
H 3.072 -0.388 -0.860 0.17
H 2.901 -0.268 0.906 0.21
```

Output
DFT total energy = -9080.60884 eV
Energy relative to the best compared isomer or geometry (same formula, charge and spin) = 332.7 kJ/mol
Net charge = +1
Maximum force = 6.32 eV/A
Frontier orbital gap (spin up / spin down) = 8.4 / 8.4 eV